1.
21
Properties=species:S:1:pos:R:3:forces:R:3 method="wB97M-V/def2-TZVPD" e_lumo_ha=0.02339 relative_energy_kcal_mol=0.0
C -0.16396 2.98102 -0.82176 0.5 -0.8 0.6
C 0.53304 3.18413 0.38760 0.5 1.5 0.2
C -0.10593 1.62761 -0.96373 0.1 -1.0 -2.2
C -1.56064 -0.95916 0.50921 0.9 -3.4 0.3
C 0.25478 -2.79259 -0.02009 0.3 2.9 -2.7
C -0.23416 -1.31689 -0.16372 -0.8 0.0 -2.4
C 0.81947 -0.35619 0.31342 1.4 1.9 -0.6
N 0.98317 2.05904 0.90171 0.0 -0.2 0.4
N 0.57376 1.09849 0.04883 0.0 -0.9 1.4
Cl 1.16541 -0.55502 1.98484 -0.4 -0.2 1.6
Br 2.58788 -0.71861 -0.50499 0.1 0.0 -0.8
H -0.55975 3.63613 -1.54576 -0.3 0.8 -0.3
H 0.80455 4.16231 0.84688 -0.4 -1.1 -0.3
H -0.19190 0.99706 -1.84797 -0.8 0.3 0.2
H -2.44824 -1.31079 0.00253 0.0 -0.2 -0.3
H -1.55641 0.04594 0.54740 -0.7 3.5 0.5
H -1.50667 -1.40666 1.49652 -0.4 0.2 0.3
H 0.15446 -3.27674 -0.99165 0.6 -0.2 0.2
H 1.20238 -2.77610 0.44050 1.4 -0.4 -0.2
H -0.32727 -3.24670 0.64521 -2.8 -2.1 2.6
H -0.42399 -1.07628 -1.26499 0.7 -0.4 1.2


2.
19
Properties=species:S:1:pos:R:3:forces:R:3 method="wB97M-V/def2-TZVPD" e_lumo_ha="-0.00624 / 0.00072" relative_energy_kcal_mol=88.1
C 0.54341 -0.23655 1.28514 0.3 -1.7 -3.0
C -0.96621 -0.45280 1.14574 -0.4 -3.3 0.0
C -0.33207 0.97934 -0.71084 -1.5 1.3 -1.4
C 2.15738 0.84088 -0.22482 2.1 4.3 -1.7
C 0.83253 0.94944 0.34910 -1.5 0.9 1.4
C -1.24795 -0.23236 -0.35677 0.0 0.4 1.2
C -1.01639 -1.40455 -1.19591 0.5 -1.6 -0.8
Br -1.99126 -1.41689 -2.81416 0.4 -0.2 0.2
I 0.08098 -3.17894 -0.71327 -0.8 1.0 -0.4
H 0.78313 -0.05418 2.28347 0.8 0.2 1.5
H 1.23954 -1.06773 0.80860 -1.9 1.0 1.5
H -1.34003 -1.53817 1.53913 0.9 2.6 -0.9
H -1.52170 0.29270 1.68540 -0.1 0.4 0.5
H -0.98260 1.97530 -0.75615 1.4 -1.9 0.7
H -0.07288 0.86924 -1.79746 0.5 0.1 1.1
H 2.68375 1.79084 -0.71195 -1.5 -1.9 1.1
H 2.82390 0.03062 -0.33129 0.0 -1.4 0.3
H 0.61726 1.83300 1.05202 0.9 -0.5 -1.4
H -2.29079 0.02082 -0.53598 -0.2 0.2 0.2


3.
22
Properties=species:S:1:pos:R:3:forces:R:3 method="wB97M-V/def2-TZVPD" total_charge=+1 e_lumo_ha="-0.19981 / -0.20011" relative_energy_kcal_mol=24.8
C 2.46678 -2.66403 0.08875 -0.3 0.2 0.0
C 1.09192 -2.43362 0.19777 0.1 0.0 0.0
C 3.35111 -1.60140 -0.02984 0.0 0.4 0.0
C 0.72663 -1.12367 0.15764 -3.7 0.7 0.7
C 2.86041 -0.30121 -0.05452 0.4 -0.1 0.0
C -2.57930 1.97471 1.22663 0.2 -0.6 -0.3
C -2.48975 1.03154 -1.46474 0.4 0.2 0.7
N 1.53204 -0.09793 0.04399 0.2 0.3 -0.1
N -1.45275 -0.43105 0.70310 2.8 -1.8 0.1
O -0.29549 1.68002 -0.13988 -0.4 0.5 -0.2
S -1.56938 0.97678 0.09868 0.5 0.8 -0.9
Br 3.95649 1.20690 -0.20856 -0.2 -0.3 0.0
H 2.83526 -3.68052 0.11226 0.1 0.0 0.0
H 0.37588 -3.22899 0.31174 -0.1 0.0 0.0
H 4.41531 -1.76799 -0.09751 0.0 0.0 0.0
H -1.90074 2.66376 1.72270 0.2 -0.1 -0.1
H -3.04310 1.31205 1.94897 -0.1 -0.1 0.0
H -3.32129 2.51794 0.65572 -0.1 0.1 -0.1
H -3.47119 0.60887 -1.28463 -0.2 -0.1 0.1
H -1.96658 0.44820 -2.21287 0.2 -0.1 0.1
H -2.55091 2.06722 -1.77584 -0.1 0.2 -0.1
H 1.02864 0.84244 0.00042 0.2 -0.3 0.0


4.
22
Properties=species:S:1:pos:R:3:forces:R:3 method="wB97M-V/def2-TZVPD" e_lumo_ha=0.00058 relative_energy_kcal_mol=42.7
C 0.95326 -1.92972 -0.30733 0.1 -3.7 5.4
C 1.01629 -1.35336 -1.51571 1.1 1.9 -3.4
C 0.73539 -1.34993 0.87380 1.0 2.8 -0.7
C 0.74101 -0.07691 -1.66567 -1.5 2.5 1.8
C 0.97904 0.18329 0.98659 -2.4 0.3 -1.3
C 0.30110 0.80334 -0.28852 1.1 -1.7 -2.0
C 0.43298 0.86845 2.22743 0.8 -0.5 1.2
N -1.98588 0.50708 -1.76771 1.0 -0.8 1.3
O -1.82809 -0.51141 0.59302 -0.3 -0.5 0.4
O -2.03046 1.98156 0.37448 0.3 -2.1 -0.9
S -1.51982 0.69227 -0.10400 -0.5 1.7 -1.6
Br 0.70537 2.67702 -0.49550 0.4 -0.1 -0.4
H 1.12501 -2.98389 -0.12713 -0.6 -0.5 -0.9
H 1.30330 -1.88221 -2.40214 0.0 -0.5 -0.3
H 0.30918 -1.87883 1.68370 0.4 -0.6 1.0
H 0.60233 0.32979 -2.65490 0.2 0.7 0.2
H 2.01230 0.47324 1.00172 0.8 -0.4 -0.7
H -0.63598 0.56785 2.35178 1.1 -0.3 0.9
H 0.33057 1.98721 2.09062 0.9 -1.2 0.4
H 1.29637 0.48954 3.00334 -2.9 1.4 -0.9
H -1.94060 -0.50322 -2.08981 -0.3 1.7 0.8
H -2.90268 0.90883 -1.76804 -0.7 0.0 -0.5


5.
22
Properties=species:S:1:pos:R:3:forces:R:3 method="wB97M-V/def2-TZVPD" e_lumo_ha="-0.02978 / -0.03298" relative_energy_kcal_mol=0.0
C 0.50768 4.23998 1.98167 -0.5 0.1 0.0
C -0.23254 1.61341 0.62449 1.5 0.4 0.0
C -0.92888 2.68587 0.89412 -0.5 -0.1 -0.3
C 2.09295 2.77486 1.07912 -3.6 -0.1 0.6
C -1.91557 -0.81138 -0.05627 0.7 0.4 0.0
C 1.08109 -1.12035 0.97970 -0.5 0.4 -0.3
C 0.56361 0.04377 -1.83922 -0.3 -0.1 0.6
N -0.61602 3.77930 1.63016 -0.1 0.7 0.7
N 1.77641 3.85518 1.59386 1.4 -0.4 -0.6
Si -0.14166 -0.10195 -0.07008 0.2 -0.5 -0.3
Cl -2.66278 2.79462 0.38383 0.5 -0.3 0.0
Cl 3.48029 2.20247 0.44902 1.3 -0.4 -0.5
H 0.51803 5.10078 2.63575 0.0 0.1 0.1
H -2.51420 -0.32312 -0.81924 -0.1 0.1 -0.2
H -1.95120 -1.88151 -0.22843 0.1 -0.2 -0.1
H -2.39567 -0.61252 0.89616 0.0 0.0 0.2
H 1.16754 -2.13406 0.59704 -0.1 -0.2 -0.1
H 2.07356 -0.67813 0.93959 0.1 0.1 0.0
H 0.77765 -1.17400 2.02226 -0.1 0.0 0.1
H 1.24411 -0.77414 -2.05903 0.1 -0.2 0.0
H -0.22906 0.02539 -2.58036 -0.2 0.0 -0.1
H 1.10953 0.97246 -1.96436 0.1 0.2 0.0


6.
21
Properties=species:S:1:pos:R:3:forces:R:3 method="wB97M-V/def2-TZVPD" e_lumo_ha="-0.04078 / -0.05286" relative_energy_kcal_mol=48.3
C 1.85506 1.99752 -0.81255 -0.5 -0.1 -0.8
C 0.54263 1.59637 -0.55833 0.0 1.4 -0.6
C 2.87648 1.26303 -0.10993 -1.2 -0.3 0.3
C 2.26228 0.39273 0.76832 0.8 1.0 -1.3
C 4.32531 1.43678 -0.44074 -1.5 -1.4 1.3
C -2.55030 -2.55084 1.32744 0.3 1.1 2.4
C -2.45397 -1.79884 0.03916 -2.0 -2.4 -2.9
Si -2.92959 -0.02447 -0.00693 0.8 0.6 -0.6
S 0.60110 0.29911 0.60250 -1.2 0.3 0.2
Cl -3.37826 0.74801 -1.90398 0.1 -0.4 0.4
Cl -4.49204 0.19445 1.23551 -0.9 0.2 0.5
H 2.14801 2.70386 -1.63585 -0.5 -0.5 1.1
H -0.42241 2.16325 -0.93125 2.1 -1.7 0.9
H 4.37916 2.09108 -1.24138 0.6 1.5 -1.3
H 4.84739 1.70832 0.43848 0.8 0.8 0.6
H 4.69320 0.48540 -0.72352 0.6 -1.0 -0.5
H -2.00756 -3.44355 1.15140 0.1 -1.3 0.3
H -2.05446 -2.05610 2.19455 0.1 -0.1 -0.7
H -3.55308 -2.70203 1.75852 0.2 -0.2 -0.8
H -3.16648 -2.46741 -0.67444 1.0 1.9 1.1
H -1.52248 -2.03667 -0.47698 0.3 0.6 0.3


7.
25
Properties=species:S:1:pos:R:3:forces:R:3 method="wB97M-V/def2-TZVPD" e_lumo_ha="-0.01574 / -0.01571" relative_energy_kcal_mol=20.6
C -1.01964 0.96006 3.62373 0.1 0.8 -1.2
C 2.66735 -0.98958 0.59323 -2.3 -0.8 -2.3
C 1.29245 -0.41174 0.91103 1.6 0.2 3.0
C -0.75982 -0.60318 -2.12028 2.1 -0.2 1.8
C -1.46919 -1.85251 -2.69744 2.9 -1.2 1.2
C 0.27741 -0.46668 0.07886 0.4 0.2 -0.8
C -0.28108 1.94010 2.89865 0.9 -0.7 1.7
N -1.58745 0.16149 4.20878 -0.4 -0.6 0.6
N -0.56920 2.28323 1.69877 -0.3 0.9 -0.3
O -1.53564 1.89546 1.09975 -1.8 -0.4 -1.5
O 0.25467 3.20334 1.11801 1.0 0.3 0.2
O 0.41281 -0.92074 -1.21145 -1.6 -0.4 -0.2
O -2.29080 -1.42356 -3.74667 -1.5 -0.8 0.6
F -1.53317 -1.04927 -4.86722 0.8 -0.1 0.0
Cl 1.15760 2.43443 3.60347 0.9 0.5 0.6
H 2.77926 -0.79202 -0.49703 0.1 -0.7 0.5
H 2.55599 -2.07494 0.76647 0.6 0.3 -0.2
H 3.56219 -0.62261 0.98769 0.9 0.8 1.4
H 1.09824 -0.09275 2.00307 0.2 -0.4 -2.0
H -0.23285 3.65745 0.41384 -0.5 -0.5 0.0
H -1.39119 0.00961 -1.44819 0.0 0.1 -1.2
H -0.13536 -0.09955 -2.89471 -1.6 0.1 0.1
H -1.99938 -2.55868 -1.96226 -0.2 1.8 -1.1
H -0.62342 -2.58371 -2.94496 -1.0 1.0 -0.6
H -0.62979 -0.00363 0.38486 -1.0 -0.1 -0.2


8.
21
Properties=species:S:1:pos:R:3:forces:R:3 method="wB97M-V/def2-TZVPD" e_lumo_ha=0.00814 smiles="CC[C@@H](Cl)[C@@H]1C[C@H](I)C(=O)O1"
C 3.03342 0.68661 0.05548 0.2 -0.2 -0.1
C 2.00313 -0.41502 -0.18142 0.1 0.4 0.1
C 0.70585 -0.33516 0.64026 0.0 -0.2 -0.1
Cl 0.38650 1.27115 1.36613 0.1 0.0 0.0
C -0.50288 -0.78249 -0.16854 -0.4 0.2 -0.1
C -1.30496 0.27050 -0.95289 -0.3 -0.3 -0.7
C -2.63648 0.41420 -0.22283 0.5 0.1 0.1
I -2.99530 2.25105 0.80873 -0.1 0.0 -0.1
C -2.64634 -0.74343 0.75900 -0.9 -0.4 1.1
O -3.52786 -1.07658 1.51780 1.1 0.4 -1.1
O -1.45758 -1.39652 0.70783 -0.3 0.1 0.1
H 2.83838 1.55928 -0.55849 -0.1 0.2 0.1
H 3.08541 0.98805 1.09568 -0.1 0.1 0.1
H 4.02490 0.32819 -0.21407 0.1 -0.1 -0.1
H 2.47191 -1.36773 0.05070 -0.1 -0.2 0.0
H 1.75311 -0.43569 -1.23995 0.0 0.0 -0.2
H 0.77224 -1.01378 1.48384 0.0 0.0 0.2
H -0.21143 -1.55022 -0.88033 0.4 -0.2 0.2
H -0.79323 1.18585 -1.22132 0.2 0.2 0.5
H -1.54936 -0.18415 -1.91667 0.0 0.0 0.0
H -3.44942 0.34586 -0.92892 -0.3 -0.1 0.1


9.
20
Properties=species:S:1:pos:R:3:forces:R:3 method="wB97M-V/def2-TZVPD" s2=6.01 total_charge=-1 e_lumo_ha="0.11666 / 0.11652" multiplicity=5
C -0.87002 1.07525 -1.83018 0.6 0.6 0.0
C 0.50675 0.97249 -2.20444 -0.5 0.4 0.4
C 1.24172 1.94798 -1.45515 -0.6 0.1 -0.3
C 0.31931 2.66016 -0.63186 -0.1 0.0 -0.4
C -0.98753 2.11041 -0.84867 0.6 0.0 -0.6
Pm 0.42059 0.20539 0.41696 -0.7 -1.6 -1.2
N -1.18825 -1.31994 0.39485 -0.7 0.8 0.5
C -0.43146 -2.43652 -0.14455 -0.4 -1.3 0.2
C 0.93797 -2.03104 -0.65219 0.2 1.0 0.1
H 2.32098 2.11428 -1.51733 -0.4 0.0 0.1
H 0.92449 0.23949 -2.89881 -0.2 0.4 0.3
H 0.56872 3.46601 0.06716 -0.1 -0.4 -0.3
H -1.91385 2.43950 -0.37490 0.3 -0.1 -0.1
H -1.68496 0.46243 -2.21658 0.4 0.2 0.2
H 1.01886 -2.13883 -1.73039 0.3 0.0 0.0
H -1.03794 -2.93845 -0.93472 0.3 0.1 0.1
H -2.18126 -1.53029 0.47376 0.4 0.1 0.0
H 1.75559 -2.50070 -0.10786 0.1 -0.4 -0.2
H -0.27972 -3.19086 0.65264 -0.2 -0.2 -0.2
Cl 1.33152 0.78663 2.70216 0.6 0.4 1.4


10.
22
Properties=species:S:1:pos:R:3:forces:R:3 method="wB97M-V/def2-TZVPD" s2=2.03 total_charge=+1 e_lumo_ha="-0.10458 / -0.25085" multiplicity=3
C 0.84133 -0.39968 0.54935 -1.5 -2.2 0.8
C -0.45836 -0.90757 0.53158 -1.5 1.2 0.2
C -1.30786 -0.04065 -0.12049 4.2 2.3 -1.9
C -0.92815 -2.17989 1.14622 1.5 -0.5 1.8
C 1.70185 0.37926 -1.55982 0.3 0.2 -1.8
C 1.73238 1.82621 0.41178 -0.1 2.5 -1.7
C -2.77244 0.12942 -0.23529 0.4 0.2 1.8
N -0.27682 1.16493 -0.78049 -3.9 -1.7 1.4
N 0.95222 0.71459 -0.32604 2.4 1.2 1.1
F -3.33099 -0.81016 -0.96154 -0.5 -0.2 -0.1
F -3.12388 -0.03162 1.09927 -0.9 0.2 -1.2
F -3.14353 1.32902 -0.66823 0.1 -0.5 0.2
H 1.62287 -0.85591 1.14495 0.4 0.6 -0.4
H -1.11684 -2.23326 2.29487 0.4 0.5 -2.1
H -0.12762 -2.88333 0.89240 -0.2 -0.3 0.4
H -1.76842 -2.51079 0.60632 -1.3 -0.4 -0.3
H 1.91481 1.36636 -2.04160 0.1 -1.1 0.2
H 2.57993 -0.21235 -1.30408 0.2 0.4 0.1
H 1.08920 -0.25554 -2.24230 0.1 0.6 0.7
H 1.59305 2.84281 -0.14276 -0.3 -1.9 1.0
H 1.56772 1.95137 1.48507 -0.6 -0.5 -0.4
H 2.75955 1.61679 0.22083 0.8 -0.5 0.2


11.
20
Properties=species:S:1:pos:R:3:forces:R:3 method="wB97M-V/def2-TZVPD" e_lumo_ha=0.00677 smiles="C[C@H](O)C=C=CI.C=CF" relative_energy_kcal_mol=0.0
C 0.49031 -0.71634 0.73036 1.1 -0.6 2.9
C -0.00536 -0.18991 -0.33039 0.7 -1.0 0.3
C -1.55864 -1.67172 1.85225 -0.5 1.7 -4.2
C 0.92583 2.77228 -1.07174 -0.2 -1.5 2.3
C -0.11546 -1.92278 1.54974 0.5 2.5 0.3
C -0.39684 0.20434 -1.47084 -2.7 1.4 -1.0
C 0.89173 2.46009 -2.32673 0.5 1.1 -3.5
O 0.64416 -2.16488 2.72227 0.4 0.7 -0.3
F 2.04548 2.15746 -2.97785 0.0 -0.1 0.1
I 0.02509 -0.53683 -3.33659 0.3 -0.6 -0.4
H -2.01088 -2.32380 2.51516 -0.7 -0.9 1.7
H -2.02342 -1.89172 0.84244 0.0 0.0 0.9
H -1.78955 -0.59062 1.86296 0.1 -0.5 1.2
H 1.40212 -0.29183 1.25739 -0.9 -0.3 -1.0
H -0.05095 2.75678 -0.61382 -0.1 0.8 0.3
H 1.75010 2.41588 -0.39800 -0.6 0.9 -1.0
H -0.05908 -2.70181 0.86148 0.5 -2.0 -0.6
H -1.20645 0.97243 -1.54484 0.9 -0.7 0.1
H 0.08231 2.54677 -3.12436 0.9 -0.1 1.7
H 0.95949 -1.28380 3.00110 -0.2 -0.7 0.2


12.
19
Properties=species:S:1:pos:R:3:forces:R:3 method="wB97M-V/def2-TZVPD" e_lumo_ha=0.03230 smiles="CC1=CCC=N[C@]1(C)F" relative_energy_kcal_mol=28.5
C -0.91215 0.82236 -0.60997 -0.5 -1.4 -0.1
C -1.88125 -1.18834 0.55518 0.1 -1.1 1.7
C 0.13818 0.68838 0.21626 -2.4 3.3 -0.7
C -1.81963 -0.41200 -0.68080 -3.3 2.5 -1.2
C 0.27569 -0.48101 1.11201 -0.5 -0.1 0.5
C 1.02495 1.88432 0.41638 -0.8 0.2 -2.0
C 1.25012 -1.43580 0.57968 0.5 0.7 -3.2
N -0.90717 -1.23438 1.39172 -2.1 0.2 0.0
F 0.79985 0.00147 2.34244 -0.5 -0.3 -0.5
H -1.12292 1.60326 -1.39467 0.6 -0.6 1.3
H -2.87679 -1.75081 0.77373 2.0 0.8 -0.2
H -2.98897 -0.18362 -0.99434 3.0 -0.3 0.5
H -1.37634 -0.90922 -1.50245 0.0 -1.4 -1.0
H 0.83977 2.43323 1.29327 0.3 -0.2 1.9
H 0.75271 2.73185 -0.28074 0.7 -1.4 -0.2
H 1.99603 1.45622 0.29034 1.2 0.9 0.2
H 1.63289 -1.96751 1.32760 1.4 -2.3 3.4
H 2.09390 -0.87248 0.19005 0.1 -0.2 -0.6
H 0.85619 -2.19325 -0.12173 0.0 0.8 -0.1


| no. | F_max (eV Å⁻¹) | E (eV) | M (g/mol) |
| --- | --- | --- | --- |
| 1 | 4.3 | -92964.750 | 237.528 |
| 2 | 5.1 | -85559.758 | 300.965 |
| 3 | 3.8 | -93314.921 | 250.141 |
| 4 | 6.6 | -93880.644 | 252.133 |
| 5 | 3.6 | -43320.219 | 221.163 |
| 6 | 4.2 | -51176.744 | 225.216 |
| 7 | 3.4 | -33821.099 | 240.618 |
| 8 | 1.6 | -32139.505 | 288.512 |
| 9 | 2.1 | -37990.457 | 288.617 |
| 10 | 5.1 | -18541.237 | 179.165 |
| 11 | 4.6 | -20282.336 | 256.058 |
| 12 | 4.3 | -11626.806 | 127.162 |